Record 1
The following is a DFT calculation (the ωB97M-V functional and the def2-TZVPD basis) of a structure of composition C28H28CeN5O5 at a distorted geometry.

XYZ file:
```
67
C28H28CeN5O5 the ωB97M-V functional and the def2-TZVPD basis
Ce 0.59 0.47 -0.26
C -2.03 -1.01 -2.03
N -0.59 -1.28 -1.98
C -0.33 -2.67 -1.58
C -0.53 -2.86 -0.10
C -1.22 -3.94 0.43
C -1.37 -4.03 1.80
C -0.82 -3.05 2.60
C -0.13 -2.01 2.00
N 0.01 -1.91 0.67
C -0.01 -1.04 -3.31
C 1.50 -1.01 -3.26
C 2.28 -1.69 -4.19
C 3.66 -1.55 -4.14
C 4.21 -0.71 -3.18
C 3.36 -0.07 -2.30
N 2.03 -0.23 -2.31
C -2.70 -0.79 -0.69
C -4.02 -1.18 -0.51
C -4.69 -0.81 0.64
C -4.00 -0.09 1.60
C -2.67 0.22 1.37
N -2.02 -0.12 0.25
H -2.56 -1.80 -2.57
H -2.18 -0.07 -2.56
H 0.72 -2.89 -1.80
H -0.96 -3.36 -2.14
H -1.64 -4.69 -0.23
H -1.92 -4.86 2.24
H -0.92 -3.08 3.68
H 0.35 -1.23 2.57
H -0.35 -0.05 -3.65
H -0.34 -1.79 -4.03
H 1.81 -2.30 -4.94
H 4.29 -2.07 -4.84
H 5.27 -0.55 -3.13
H 3.75 0.61 -1.55
H -4.52 -1.75 -1.29
H -5.73 -1.08 0.79
H -4.49 0.25 2.51
H -2.10 0.76 2.11
O -3.62 4.86 3.50
C -3.10 5.22 2.43
O -3.31 6.15 1.65
C -1.97 4.24 1.97
C -1.16 3.61 2.91
C -0.26 2.66 2.49
N -0.14 2.30 1.21
C -0.88 2.95 0.29
C -1.81 3.92 0.63
C -0.58 2.41 -1.10
O -1.47 1.90 -1.78
O 0.67 2.32 -1.37
H -1.28 3.85 3.96
H 0.37 2.11 3.19
H -2.41 4.42 -0.12
C 3.37 1.57 2.48
C 3.38 0.83 1.14
C 4.63 -0.05 1.05
O 2.23 0.07 0.95
H 4.34 2.01 2.69
H 3.13 0.85 3.27
H 2.61 2.35 2.47
H 3.46 1.62 0.36
H 4.72 -0.65 1.95
H 5.54 0.55 0.93
H 4.54 -0.74 0.20
```

Its electronic energy is -2209.0147 a.u. The expectation value of S² is 0.75. The value obtained for the max |F| is 3.5 eV/A. As for the HOMO-LUMO gap (alpha / beta): 6.77 / 6.77 eV. The relative energy (zero: lowest compared OMol25 entry of this formula, charge and spin) is 0.609 eV. As for the charge: 0. Its spin multiplicity is 2.

=====

Record 2
The following is a DFT calculation (the ωB97M-V functional and the def2-TZVPD basis) of a structure of composition C28H28Cl2CoN6O3P.

XYZ file:
```
69
C28H28Cl2CoN6O3P the ωB97M-V functional and the def2-TZVPD basis
Co 0.62 0.26 0.55
N 0.88 2.39 0.12
C 0.02 3.04 -0.85
C 0.51 4.03 -1.68
C -0.35 4.70 -2.54
C -1.70 4.39 -2.55
C -2.19 3.37 -1.75
C -1.32 2.66 -0.91
P -1.79 1.21 0.09
C -3.61 1.20 0.06
C -4.32 0.91 -1.11
C -5.71 1.03 -1.13
C -6.39 1.44 0.02
C -5.69 1.72 1.18
C -4.30 1.60 1.20
C -1.43 -0.17 -1.07
C -1.56 -2.85 -0.73
C -0.77 -3.34 -1.88
C -0.17 -2.57 -2.82
C -0.03 -1.15 -2.91
C -0.51 -0.11 -2.07
H 1.86 2.53 -0.11
H 0.74 2.80 1.04
H 1.56 4.30 -1.64
H 0.04 5.48 -3.19
H -2.38 4.95 -3.19
H -3.24 3.13 -1.77
H -3.80 0.63 -2.01
H -6.25 0.83 -2.04
H -7.47 1.54 0.00
H -6.22 2.04 2.07
H -3.76 1.83 2.11
H -1.35 -3.28 0.24
H -0.65 -4.42 -1.94
H 0.35 -3.11 -3.61
H 0.60 -0.82 -3.73
H -0.16 0.89 -2.32
O -0.43 -0.51 2.34
C 0.19 -1.66 2.94
C 0.87 -2.46 1.86
C 1.34 -3.73 2.14
C 2.04 -4.41 1.16
C 2.25 -3.80 -0.06
C 1.74 -2.53 -0.26
N 1.04 -1.87 0.67
H -0.56 0.15 3.03
H -0.56 -2.27 3.44
H 0.94 -1.36 3.67
H 1.18 -4.16 3.12
H 2.43 -5.40 1.36
H 2.81 -4.29 -0.85
H 1.91 -2.01 -1.19
N -4.43 -4.20 -2.72
C -4.82 -3.50 -1.67
N -5.95 -3.81 -1.04
N -4.15 -2.43 -1.25
C -2.92 -2.30 -1.00
N -1.99 -1.43 -0.71
H -5.00 -4.94 -3.12
H -3.61 -3.93 -3.24
H -6.54 -4.56 -1.35
H -6.23 -3.27 -0.24
Cl 5.00 -1.44 1.16
C 4.55 0.28 1.12
Cl 5.48 1.18 -0.07
C 3.06 0.38 0.85
O 2.29 0.55 1.84
O 2.59 0.27 -0.32
H 4.78 0.68 2.10
```

Its electronic energy is -4282.0423 a.u. The expectation value of S² is 6.05. The value obtained for the max |F| is 0.9 eV/A. As for the HOMO-LUMO gap (alpha / beta): 7.77 / 7.12 eV. The relative energy (zero: lowest compared OMol25 entry of this formula, charge and spin) is 2.287 eV. As for the charge: +2. Its spin multiplicity is 5.

=====

Record 3
The following is a DFT calculation (the ωB97M-V functional and the def2-TZVPD basis) of a structure of composition C28H28Cl2O2PPdS.

XYZ file:
```
63
C28H28Cl2O2PPdS the ωB97M-V functional and the def2-TZVPD basis
Pd -1.03 -0.78 0.77
Cl -1.15 -3.34 0.54
C 0.54 -3.72 0.84
C 0.98 -4.98 0.49
C 2.30 -5.32 0.72
C 3.16 -4.39 1.30
C 2.69 -3.14 1.64
Cl 3.80 -2.02 2.38
C 1.36 -2.76 1.41
S 0.80 -1.16 1.93
H 0.29 -5.68 0.04
H 2.67 -6.30 0.45
H 4.20 -4.63 1.50
C -5.13 0.21 -0.69
C -3.94 0.23 0.22
O -2.97 -0.45 -0.08
C -3.94 1.09 1.42
C -3.23 0.69 2.56
C -3.19 1.52 3.67
C -3.84 2.75 3.64
C -4.56 3.14 2.52
C -4.63 2.30 1.42
H -5.04 -0.61 -1.40
H -5.18 1.14 -1.25
H -6.06 0.13 -0.12
H -2.76 -0.28 2.60
H -2.65 1.20 4.55
H -3.79 3.40 4.50
H -5.07 4.09 2.50
H -5.20 2.60 0.55
C -1.25 2.22 -0.52
P -0.08 0.84 -0.42
C 0.19 0.27 -2.10
C 0.19 1.16 -3.16
C 0.40 0.69 -4.45
C 0.60 -0.66 -4.67
C 0.59 -1.56 -3.61
C 0.39 -1.09 -2.32
C 1.41 1.65 0.21
C 1.44 2.04 1.55
C 2.53 2.74 2.03
C 3.59 3.04 1.19
C 3.56 2.65 -0.14
C 2.47 1.96 -0.64
H -0.80 3.05 -1.07
H -1.49 2.55 0.48
H -2.15 1.89 -1.04
H 0.04 2.22 -3.00
H 0.41 1.38 -5.28
H 0.76 -1.02 -5.68
H 0.74 -2.61 -3.79
H 0.40 -1.78 -1.48
H 0.62 1.78 2.21
H 2.56 3.03 3.07
H 4.45 3.58 1.57
H 4.39 2.89 -0.80
H 2.45 1.63 -1.67
C 3.81 -1.82 -1.42
O 2.86 -1.09 -0.66
H 4.60 -2.24 -0.78
H 4.28 -1.22 -2.20
H 3.28 -2.65 -1.89
H 3.33 -0.44 -0.13
```

Its electronic energy is -3021.8944 a.u. The value obtained for the max |F| is 0.6 eV/A. As for the HOMO-LUMO gap (alpha / beta): 7.08 / 7.08 eV. The relative energy (zero: lowest compared OMol25 entry of this formula, charge and spin) is 0.123 eV. As for the charge: +1.

=====

Record 4
The following is a DFT calculation (the ωB97M-V functional and the def2-TZVPD basis) of a structure of composition C28H28Cl9N6O4V at a distorted geometry.

XYZ file:
```
76
C28H28Cl9N6O4V the ωB97M-V functional and the def2-TZVPD basis
O 1.20 -3.14 4.05
V 1.17 -2.12 2.87
N 1.01 -0.11 0.08
O 0.91 -0.76 1.12
O 2.04 -0.27 -0.56
O 0.16 0.63 -0.32
N -1.41 2.27 -4.37
C -2.39 2.48 -5.32
C -3.55 3.18 -5.07
C -3.77 3.68 -3.79
C -2.86 3.38 -2.81
C -1.69 2.67 -3.10
H -2.22 2.16 -6.34
H -4.28 3.47 -5.81
H -4.62 4.33 -3.63
H -3.12 3.77 -1.84
H -1.02 2.40 -2.30
N -0.42 -0.91 3.95
C -1.24 -0.01 3.33
C -2.35 0.58 3.95
C -2.61 0.38 5.27
C -1.71 -0.37 6.00
C -0.69 -1.01 5.30
H -1.02 0.20 2.29
H -3.12 1.19 3.49
H -3.42 0.88 5.77
H -1.75 -0.51 7.07
H -0.07 -1.70 5.86
N -2.02 6.07 -0.18
C -0.95 5.26 -0.13
C -0.90 4.07 0.52
C -2.02 3.74 1.32
C -3.09 4.59 1.42
C -3.09 5.70 0.55
H -0.17 5.46 -0.85
H -0.02 3.46 0.45
H -2.06 2.77 1.80
H -3.88 4.43 2.14
H -3.88 6.43 0.56
N 2.90 -2.97 1.71
C 3.16 -4.36 1.49
C 4.35 -4.97 0.99
C 5.39 -4.03 0.68
C 5.17 -2.72 0.84
C 3.96 -2.20 1.31
H 2.30 -5.00 1.64
H 4.45 -6.04 0.89
H 6.33 -4.42 0.32
H 5.90 -1.98 0.54
H 3.89 -1.13 1.44
N -0.33 -3.20 1.57
C -0.26 -3.35 0.20
C -1.22 -4.04 -0.52
C -2.42 -4.46 0.08
C -2.54 -4.20 1.40
C -1.54 -3.59 2.07
H 0.58 -2.95 -0.35
H -1.16 -4.23 -1.58
H -3.20 -4.91 -0.51
H -3.40 -4.55 1.94
H -1.55 -3.60 3.15
C -0.15 -0.67 -3.51
Cl -0.30 -0.68 -5.30
Cl 0.69 -2.11 -2.99
Cl -1.76 -0.56 -2.78
H 0.37 0.25 -3.25
C 4.58 -1.47 -2.68
Cl 4.92 -3.17 -2.70
Cl 3.95 -0.92 -4.29
Cl 6.07 -0.53 -2.39
H 3.90 -1.27 -1.85
C 2.27 2.98 -2.02
Cl 3.86 2.40 -2.70
Cl 1.46 3.84 -3.28
Cl 2.56 4.03 -0.61
H 1.73 2.07 -1.73
```

Its electronic energy is -6798.6387 a.u. The expectation value of S² is 0.77. The value obtained for the max |F| is 4.7 eV/A. As for the HOMO-LUMO gap (alpha / beta): 6.06 / 6.49 eV. The relative energy (zero: lowest compared OMol25 entry of this formula, charge and spin) is 0.000 eV. As for the charge: +1. Its spin multiplicity is 2.

=====

Record 5
The following is a DFT calculation (the ωB97M-V functional and the def2-TZVPD basis) of a structure of composition C28H28CoN8STe at a distorted geometry.

XYZ file:
```
67
C28H28CoN8STe the ωB97M-V functional and the def2-TZVPD basis
Co 0.78 0.71 -0.08
C 5.81 -1.68 0.40
C 5.98 -0.49 -0.29
C 4.95 0.43 -0.37
C 3.72 0.16 0.24
C 3.57 -1.03 0.95
C 4.60 -1.94 1.02
N 2.65 1.08 0.14
N 3.01 2.27 -0.10
C 1.99 3.15 -0.29
C 2.26 4.51 -0.46
C 1.21 5.39 -0.55
C -0.10 4.91 -0.47
C -0.29 3.55 -0.36
N 0.72 2.68 -0.28
H 6.62 -2.40 0.46
H 6.93 -0.27 -0.76
H 5.07 1.35 -0.92
H 2.66 -1.21 1.50
H 4.46 -2.86 1.58
H 3.29 4.82 -0.51
H 1.39 6.45 -0.69
H -0.95 5.57 -0.50
H -1.29 3.13 -0.33
C -7.31 1.91 0.49
C -5.86 1.70 0.14
C -5.39 1.90 -1.15
C -4.08 1.60 -1.51
C -3.63 1.85 -2.92
C -3.22 1.07 -0.54
Te -1.44 0.08 -1.20
C -3.65 0.97 0.79
C -2.73 0.48 1.88
C -4.97 1.27 1.11
H -7.88 2.28 -0.36
H -7.41 2.63 1.31
H -7.76 0.97 0.82
H -6.07 2.27 -1.91
H -4.39 2.39 -3.48
H -3.43 0.91 -3.44
H -2.71 2.43 -2.93
H -1.71 0.84 1.74
H -2.70 -0.61 1.90
H -3.09 0.82 2.86
H -5.31 1.16 2.13
N 0.49 0.02 1.69
C 0.91 0.07 2.80
N 1.24 -0.04 3.99
C 2.15 0.42 4.81
N 2.92 0.78 5.59
C 0.13 -3.94 1.54
C 0.67 -3.79 0.16
C 1.08 -4.82 -0.64
C 1.52 -4.51 -1.95
N 1.62 -3.27 -2.37
C 1.29 -2.25 -1.57
S 1.54 -0.66 -2.08
N 0.74 -2.54 -0.34
C 1.91 -5.60 -2.90
H 0.15 -4.98 1.86
H -0.90 -3.57 1.58
H 0.72 -3.34 2.24
H 1.05 -5.85 -0.30
H 0.44 -1.77 0.25
H 1.43 -6.54 -2.63
H 2.99 -5.73 -2.85
H 1.65 -5.31 -3.91
```

Its electronic energy is -3570.7810 a.u. The expectation value of S² is 0.88. The value obtained for the max |F| is 2.1 eV/A. As for the HOMO-LUMO gap (alpha / beta): 5.08 / 5.11 eV. As for the charge: 0. Its spin multiplicity is 2.

=====

Record 6
The following is a DFT calculation (the ωB97M-V functional and the def2-TZVPD basis) of a structure of composition C28H28F3IN4O2RuTe at a distorted geometry.

XYZ file:
```
68
C28H28F3IN4O2RuTe the ωB97M-V functional and the def2-TZVPD basis
Ru -0.36 -0.03 0.09
C -0.92 0.63 -4.56
C 0.43 0.19 -4.09
N 1.39 0.09 -4.97
C 2.63 -0.28 -4.60
C 2.97 -0.54 -3.30
C 4.40 -0.89 -2.97
O 4.49 -2.17 -2.35
C 1.96 -0.48 -2.29
C 2.33 -0.79 -0.96
N 1.69 -0.60 0.18
C 2.38 -0.81 1.38
C 3.77 -1.01 1.46
C 4.42 -1.28 2.65
C 3.72 -1.30 3.85
C 2.37 -1.02 3.83
C 1.73 -0.79 2.62
I -0.35 -0.27 2.75
C 0.64 -0.13 -2.72
O -0.38 -0.17 -1.94
H -0.90 0.78 -5.63
H -1.22 1.55 -4.06
H -1.67 -0.14 -4.31
H 3.35 -0.37 -5.40
H 4.80 -0.13 -2.28
H 5.00 -0.84 -3.88
H 5.22 -2.66 -2.74
H 3.31 -1.22 -0.88
H 4.38 -0.95 0.57
H 5.49 -1.44 2.63
H 4.22 -1.52 4.78
H 1.81 -0.96 4.75
F -3.11 -0.44 1.03
C -2.39 -0.20 -0.09
F -2.85 0.98 -0.60
F -2.81 -1.14 -0.98
C -1.60 5.45 -0.81
C -0.67 4.37 -0.35
C 0.56 4.42 0.28
C 0.94 3.08 0.48
N 0.00 2.28 -0.01
N -0.96 3.07 -0.51
C 2.20 2.59 1.11
H -1.17 6.42 -0.59
H -2.56 5.36 -0.30
H -1.78 5.37 -1.88
H 1.11 5.29 0.57
H -1.79 2.68 -0.93
H 2.84 3.43 1.36
H 2.74 1.94 0.43
H 1.99 2.04 2.03
C -1.39 -4.42 0.58
Te -0.61 -3.02 -0.86
C 1.07 -4.37 -0.81
C 0.52 -5.70 -0.38
C 1.18 -6.88 -0.67
C 0.65 -8.10 -0.26
C -0.54 -8.12 0.46
C -1.20 -6.94 0.75
C -0.68 -5.72 0.32
H -2.47 -4.50 0.48
H -1.17 -4.04 1.58
H 1.80 -4.00 -0.09
H 1.56 -4.41 -1.78
H 2.11 -6.86 -1.23
H 1.15 -9.02 -0.51
H -0.96 -9.07 0.77
H -2.13 -6.97 1.30
```

Its electronic energy is -2413.2482 a.u. The expectation value of S² is 0.77. The value obtained for the max |F| is 2.0 eV/A. As for the HOMO-LUMO gap (alpha / beta): 6.57 / 6.28 eV. The relative energy (zero: lowest compared OMol25 entry of this formula, charge and spin) is 0.000 eV. As for the charge: +1. Its spin multiplicity is 2.

=====

- What is the max |F| in the first record?
  3.5 eV/A